No. 1
This record from OMol25 describes one molecule with the formula C3H5NS. The level of theory is ωB97M-V/def2-TZVPD.

Each line ends with the Mulliken charge.
Atoms and positions in Å:
S 0.8535 -2.5793 0.4099  -0.264
N -0.8493 0.7334 -0.7575  -0.583
C 0.4899 -1.0647 -0.0754  -0.592
C -0.5173 -0.2289 0.2981  0.411
C 0.0089 1.0474 0.5470  -0.443
H 1.1575 -0.8994 -0.9554  0.236
H 0.9988 1.1365 0.2810  0.310
H -0.3251 0.6795 -1.7034  0.265
H -0.5057 1.8558 1.1296  0.231
H -1.3113 -0.6804 0.8262  0.428

lowest unoccupied orbital energy = -0.244 eV
HOMO = -8.7 eV
total charge = 0
HOMO-LUMO gap = 8.49 eV
SMILES = S=C[C@H]1CN1

***

No. 2
This record from OMol25 describes a 2-piece molecular cluster, C4H7F2O2P overall. The level of theory is ωB97M-V/def2-TZVPD.

Each line ends with the Mulliken charge.
Atoms and positions in Å:
P 1.4664 1.4020 0.3582  0.610
F 0.4781 1.5677 1.6786  -0.309
F 2.2865 2.7043 0.9022  -0.303
O 0.0120 -0.7250 -0.2573  -0.308
O 2.5452 0.3449 0.8842  -0.412
C -1.0798 0.6398 -1.7051  -1.067
C -0.0567 -2.7643 1.3095  -0.310
C 0.0014 -1.7957 0.5700  0.138
C -1.2407 -0.1507 -0.4656  -0.263
H -0.5004 0.1644 -2.4799  0.277
H -0.0789 -3.8201 1.3503  0.322
H -2.1601 0.8662 -2.1156  0.318
H -1.9937 -0.9409 -0.6727  0.459
H -0.7567 1.7199 -1.4840  0.286
H 2.7127 0.3489 1.7821  0.299
H -1.6354 0.4386 0.3451  0.261

lowest unoccupied orbital energy = 0.891 eV
HOMO = -9.8 eV
total charge = 0
HOMO-LUMO gap = 10.74 eV
SMILES = C#COCC.OP(F)F

***

No. 3
This record from OMol25 describes HI2PS2 as an isolated structure. The level of theory is ωB97M-V/def2-TZVPD.

Each line ends with the Mulliken charge.
Atoms and positions in Å:
I 2.8580 0.9454 0.0300  -0.263
I -0.4629 -1.5985 -2.8840  0.121
S -0.4958 0.3742 1.9097  -0.155
S -0.6924 -1.7181 -0.4940  -0.148
P -0.2088 0.3483 -0.1229  0.250
H -0.9981 1.6488 1.5612  0.195

lowest unoccupied orbital energy (spin up / spin down) = -2.073 / -2.074 eV
HOMO (spin up / spin down) = -8.8 / -8.8 eV
total charge = 0
HOMO-LUMO gap (spin up / spin down) = 6.74 / 6.74 eV

***

No. 4
This record from OMol25 describes C25H32N5O4PtSSb as an isolated structure. The level of theory is ωB97M-V/def2-TZVPD.

Each line ends with the Mulliken charge.
Atoms and positions in Å:
Pt -0.9279 0.2355 0.6033  1.037
Sb -1.1393 2.2025 -1.2697  1.460
S 1.3747 -0.7582 -0.2750  1.099
O 2.5655 -0.8184 -1.0651  -0.620
O 1.2612 0.5491 0.5046  -0.705
O 1.1547 -1.9048 0.6048  -0.615
O 0.1264 -0.5690 -1.1559  -0.738
N -1.5820 -3.3755 0.4249  -0.606
N -1.3877 -2.1743 2.3664  -0.024
N -2.4460 -1.1821 0.5131  -0.691
N -0.6950 -1.2505 4.3592  0.183
N -1.3534 0.1304 2.5854  -0.672
C -1.8103 -2.1881 1.0511  0.370
C -1.1413 -1.0426 3.1051  0.674
C -2.4533 3.9040 -1.2068  0.359
C -4.2447 6.0382 -1.2130  -0.643
C -3.2997 0.3636 -4.7638  -0.670
C -3.5512 0.7507 -2.0656  -1.579
C -2.3434 3.9643 1.3158  -1.298
C 2.6334 2.3578 -3.4166  -1.142
C -4.5486 0.0759 -2.7475  -0.822
C -2.4145 1.2375 -2.7117  0.934
C 0.6308 2.9565 -2.1926  0.285
C 3.0642 3.6721 -3.3509  -0.700
C -0.7508 -2.5518 5.0001  -1.206
C 1.4262 2.0095 -2.8332  -0.610
C -1.1235 1.5576 -4.8825  -1.420
C -0.0071 -0.1944 5.0784  -1.299
C -3.8442 5.4693 -2.4109  -0.899
C -3.7557 5.5357 -0.0215  -0.799
C 0.3781 5.3263 -1.2685  -1.107
C -2.9599 4.4045 -2.3956  -0.291
C 1.0915 4.2703 -2.0655  0.901
C 2.3033 4.6059 -2.6691  -0.704
C -2.2885 1.0497 -4.0888  1.024
C -2.8585 4.4705 -0.0012  0.706
C -4.4154 -0.1263 -4.1119  -0.654
H -0.5269 5.6847 -1.7639  0.235
H -3.6691 0.9063 -0.9934  0.536
H -0.8532 -2.9840 2.6416  0.218
H -0.2447 0.9328 -4.7338  0.306
H -2.6753 -1.3687 -0.4593  0.223
H -4.2196 5.8484 -3.3513  0.451
H -0.8455 2.5721 -4.5977  0.193
H -1.3588 1.5519 -5.9468  0.467
H 1.0391 6.1774 -1.1113  0.478
H -0.6649 -2.4054 6.0742  0.442
H -1.6628 -3.3231 -0.5801  0.267
H -2.6622 3.9573 -3.3353  0.328
H 1.1186 0.9729 -2.8437  0.732
H 0.0707 -3.2021 4.6831  0.339
H -0.7208 -3.8349 0.6906  0.277
H -2.6839 2.9413 1.5067  0.168
H -4.9380 6.8686 -1.2051  0.375
H -3.2017 0.2207 -5.8325  0.383
H 2.6621 5.6235 -2.5796  0.378
H -4.0706 5.9769 0.9153  0.367
H 3.2365 1.5985 -3.8939  0.470
H -5.1814 -0.6503 -4.6684  0.385
H 0.0836 4.9548 -0.2850  0.045
H 4.0044 3.9656 -3.8003  0.368
H 0.8313 -0.6324 5.6186  0.422
H -1.1691 0.8983 3.2138  0.211
H -1.7051 -3.0380 4.8041  0.417
H -1.2515 3.9418 1.3426  0.248
H 0.4038 0.5326 4.3797  0.501
H -5.4225 -0.2781 -2.2180  0.453
H -0.6659 0.3078 5.7914  0.321
H -2.6875 4.6008 2.1308  0.476

lowest unoccupied orbital energy (spin up / spin down) = -0.246 / -0.244 eV
HOMO (spin up / spin down) = -6.9 / -6.9 eV
total charge = 0
HOMO-LUMO gap (spin up / spin down) = 6.68 / 6.68 eV

***

No. 5
This record from OMol25 describes C8H26BF4O5Ti3 as an isolated structure. The level of theory is ωB97M-V/def2-TZVPD.

Each line ends with the Löwdin spin population.
Atoms and positions in Å:
Ti 4.9327 18.1116 -16.4301  2.807
Ti 0.5538 20.4787 -18.1448  2.457
Ti 1.7427 19.1321 -15.1233  3.049
F 4.7446 21.3530 -17.4301  0.011
F 3.6039 20.2636 -15.7771  0.114
F 2.4312 21.4675 -17.3872  0.066
F 3.5651 19.5226 -17.9470  0.092
O -0.2573 21.6451 -16.2244  0.109
O 4.8884 23.9657 -18.9585  0.000
O 6.9944 17.6338 -17.3586  0.050
O 6.1239 24.4331 -14.1161  0.000
O 2.0952 19.8508 -20.1830  0.024
C 7.3561 19.4993 -18.8459  0.008
C 2.1216 18.6523 -21.0322  0.002
C 5.2438 23.9293 -15.1037  0.000
C -0.3310 23.8034 -17.2901  0.008
C 7.1817 17.9986 -18.7768  0.010
C -0.3569 23.0605 -15.9685  0.008
C 1.0410 18.7715 -22.0691  0.002
C 3.9912 23.5563 -19.9658  0.001
B 3.6034 20.6836 -17.1455  0.095
H 4.4844 23.0677 -20.8079  0.000
H 5.2201 23.1853 -18.5068  0.000
H 5.1030 24.5660 -15.9806  0.000
H -0.0554 21.1469 -15.4235  0.059
H 0.4824 23.4128 -15.3604  0.001
H -1.2109 23.5086 -17.8712  0.002
H 6.2963 17.7222 -19.3516  0.004
H 7.5010 19.8032 -19.8835  0.001
H 1.8990 17.8361 -20.3366  0.001
H -1.2450 23.3063 -15.3849  0.001
H 3.1143 18.4961 -21.4511  0.000
H 0.7915 17.8164 -22.5200  0.000
H 7.0273 24.1666 -14.3047  0.000
H 7.1875 16.6878 -17.2993  0.007
H 0.1273 19.1628 -21.6006  0.001
H 3.4640 24.4496 -20.3008  0.000
H -0.3060 24.8783 -17.1557  0.001
H 2.9335 19.8935 -19.7115  0.002
H 6.5053 20.0388 -18.4285  0.004
H 4.2622 23.9388 -14.6123  0.000
H 8.0950 17.5035 -19.0953  0.000
H 0.5291 23.4461 -17.8708  0.002
H 3.1745 22.9212 -19.5840  0.001
H 1.2414 19.5631 -22.7917  0.000
H 8.2562 19.8130 -18.3171  0.000
H 5.4634 22.8791 -15.3157  0.000

lowest unoccupied orbital energy (spin up / spin down) = -7.038 / -7.735 eV
spin multiplicity = 10
HOMO (spin up / spin down) = -12.9 / -14.2 eV
total charge = +2
expectation value of S² = 24.753
HOMO-LUMO gap (spin up / spin down) = 5.82 / 6.49 eV

***

No. 6
This record from OMol25 describes an isolated ion of composition N3O7S2 and charge -1. The level of theory is ωB97M-V/def2-TZVPD.

Each line ends with the Mulliken charge.
Atoms and positions in Å:
S -2.1130 -0.6343 -0.0293  1.004
S 0.3040 -0.7839 0.4808  0.306
O -2.2967 -0.6723 -1.4384  -0.562
O -1.4984 2.4681 -0.1856  -0.560
O 3.9454 0.4701 -0.2352  -0.663
O -1.2671 -1.8870 0.3750  -0.445
O 1.8565 0.5050 0.3903  -0.550
O -3.2780 -0.3784 0.8226  -0.556
O 2.7415 -1.2171 -0.4186  -0.636
N -0.7473 0.4774 0.1704  0.449
N 2.8829 -0.0756 -0.0890  1.177
N -0.5299 1.7279 0.1570  0.035

lowest unoccupied orbital energy (spin up / spin down) = 3.463 / 3.463 eV
HOMO (spin up / spin down) = -5.6 / -5.6 eV
total charge = -1
HOMO-LUMO gap (spin up / spin down) = 9.05 / 9.05 eV